No. 1
CH2O4S | ωB97M-V with the def2-TZVPD basis set

Each line ends with the Löwdin charge.
Element x y z (Å)
O (0.73788, -0.22837, 0.68842)  -0.124
C (1.54157, -0.77182, -0.03308)  -0.067
O (-1.29734, -0.25255, -1.14401)  -0.405
O (-1.03729, 1.69472, 0.60604)  -0.299
S (-1.42873, 0.15566, 0.24667)  0.961
O (-2.50298, 1.46301, 0.51661)  -0.284
H (1.35084, -1.55277, -0.84449)  0.115
H (2.63604, -0.50789, -0.03616)  0.103

Values from the calculation:
**Energy above the lowest of the compared OMol25 structures with the same formula, charge and spin**: 112.78 kcal/mol
**Orbital gap**: 10.315 eV
**E**: -738.26995 hartree
**E_LUMO**: -0.38 eV


No. 2
C2H2N4 | ωB97M-V with the def2-TZVPD basis set

Each line ends with the Löwdin charge.
Element x y z (Å)
H (3.82313, -0.60040, 0.28847)  0.206
C (-2.73927, -0.21815, -0.07448)  0.499
C (2.71888, -0.28850, 0.04520)  0.254
H (-3.57978, -0.97329, -0.05573)  0.220
N (-1.69165, 0.23507, 0.02982)  0.214
N (-0.62415, 0.83080, 0.03626)  0.116
N (1.62151, -0.08949, -0.18560)  0.144
N (0.47133, 1.10396, -0.08394)  0.347

Values from the calculation:
**Energy above the lowest of the compared OMol25 structures with the same formula, charge and spin**: 26.08 kcal/mol
**Orbital gap**: 9.030 eV
**E**: -295.39286 hartree
**E_LUMO**: -12.79 eV
**Structure (SMILES)**: C#[N+]/N=N\[N+]#C
**Charge**: +2


No. 3
C4H5ClN2 | ωB97M-V with the def2-TZVPD basis set

Each line ends with the Löwdin charge.
Element x y z (Å)
C (-0.39886, -0.02802, -0.73543)  -0.432
C (-0.26196, 1.31001, -0.07859)  -0.008
H (0.38378, 1.06893, 0.77375)  0.089
N (-0.90726, -0.32772, -1.84640)  0.228
H (-0.04210, 2.00296, -0.82336)  0.064
H (-1.24935, 1.61976, 0.15253)  0.076
C (0.24272, -1.15665, -0.01301)  -0.088
H (0.91522, -1.18254, 0.81927)  0.089
C (0.04925, -2.32906, -0.63364)  -0.239
H (0.40501, -3.37407, -0.29977)  0.145
N (-0.53933, -2.24079, -1.88475)  -0.508
Cl (-1.48888, -3.39084, -2.69725)  0.583

Values from the calculation:
**Energy above the lowest of the compared OMol25 structures with the same formula, charge and spin**: 108.80 kcal/mol
**Orbital gap (spin up / spin down)**: 8.325 / 8.324 eV
**E**: -724.96223 hartree
**E_LUMO (spin up / spin down)**: -0.29 / -0.29 eV


No. 4
C4H8O2 | ωB97M-V with the def2-TZVPD basis set

Each line ends with the Löwdin charge.
Element x y z (Å)
C (-1.10253, 0.96159, 0.63853)  -0.069
C (-0.79860, -0.51337, 0.62258)  -0.230
H (1.64304, -0.98561, -1.00702)  0.067
H (-1.31545, -1.27213, 1.20887)  0.142
O (1.20007, 0.51853, 1.82032)  -0.007
H (0.58943, -0.53707, -2.42963)  0.056
H (1.73259, 1.27382, 1.53904)  0.091
H (-0.52179, -2.01567, -0.86697)  0.117
O (-0.66977, -1.04676, -0.85330)  -0.091
H (-1.34600, 1.45052, -0.31106)  0.088
H (-1.71053, 1.33046, 1.47420)  0.096
C (0.87335, -0.32723, -1.39670)  0.077
C (0.26353, 0.37338, 0.80610)  -0.386
H (1.11314, 0.71495, -1.25418)  0.049

Values from the calculation:
**Energy above the lowest of the compared OMol25 structures with the same formula, charge and spin**: 170.76 kcal/mol
**Orbital gap**: 7.187 eV
**E**: -307.44031 hartree
**E_LUMO**: 0.73 eV


No. 5
C3H9NO2 | ωB97M-V with the def2-TZVPD basis set

Each line ends with the Löwdin charge.
Element x y z (Å)
H (-0.54673, 1.95876, -0.08525)  0.110
H (1.09039, 0.16607, 0.00962)  0.088
H (0.59684, 3.15888, 1.28572)  0.119
H (1.07601, 2.99829, 2.98401)  0.140
H (-0.21499, -0.95454, 0.50917)  0.086
O (3.13916, 2.24960, 6.37960)  -0.094
H (2.68577, 1.39707, 6.56907)  0.049
H (-1.65340, 1.07824, 1.00838)  0.128
C (0.00000, 0.00000, 0.00000)  -0.120
C (-0.59887, 1.16287, 0.68242)  -0.202
H (-0.33489, -0.07711, -1.04810)  0.080
H (3.64367, 2.08348, 5.55126)  0.043
O (-0.02457, 0.76885, 3.01237)  0.040
N (0.56363, 2.64742, 2.17106)  0.173
C (0.01608, 1.51022, 2.05535)  -0.642

Values from the calculation:
**Energy above the lowest of the compared OMol25 structures with the same formula, charge and spin**: 21.86 kcal/mol
**Orbital gap**: 10.266 eV
**E**: -324.93778 hartree
**E_LUMO**: 0.70 eV
**Structure (SMILES)**: CCC(N)=O.O


No. 6
C44H48N10O5SSc | ωB97M-V with the def2-TZVPD basis set

Each line ends with the Löwdin charge.
Element x y z (Å)
C (1.60720, 3.20574, -2.30907)  -0.049
H (2.98572, -2.58805, 5.66713)  0.076
N (-0.30898, 5.35135, -0.32672)  0.130
H (-1.60398, -0.55796, 3.21965)  0.108
C (2.94431, -3.15184, 3.58589)  -0.280
H (5.01852, -2.85030, 4.04807)  0.111
C (-1.46108, -6.87800, -1.08324)  -0.694
C (-2.52772, 3.32436, -2.33868)  -0.211
C (4.30989, -3.29827, 3.35946)  -0.050
H (-0.78820, 4.02805, -3.36539)  0.092
O (-0.72552, -7.51694, -0.30360)  -0.052
N (-0.12392, 1.55013, -2.06792)  -0.012
O (4.12324, -6.76434, -1.42402)  0.082
O (-3.10231, -2.30334, -3.46140)  0.091
H (0.27216, 6.13609, -0.57092)  0.091
H (-2.08563, 3.11796, -1.36051)  0.065
N (-2.95287, 0.66578, -1.00378)  -0.021
H (3.20126, 4.19447, 1.39227)  0.102
N (-1.03775, 6.45641, 1.53525)  -0.072
C (2.58404, 4.11887, -1.93972)  -0.117
H (1.00587, -3.68424, 2.85065)  0.107
Sc (-0.93143, -0.22394, -0.96030)  1.039
C (2.07644, -3.75541, 2.68377)  -0.041
H (2.23582, -5.33356, -2.04116)  0.160
C (3.90122, -4.58938, 1.36299)  -0.242
C (-0.99105, -0.57213, 2.31777)  -0.220
H (-0.20863, -5.47265, 0.87015)  0.107
H (-0.06520, 4.47724, -0.76422)  0.058
O (-1.39288, -1.05319, -2.71355)  -0.159
H (-4.26747, 2.09242, 4.08006)  0.102
C (4.06920, -2.68583, -1.35332)  -0.005
C (-5.87842, 1.42081, 1.17817)  -0.096
H (2.52022, -1.28451, 4.57767)  0.070
C (2.76987, 3.77409, 0.48793)  -0.105
N (1.64772, -1.46618, -1.97313)  0.086
N (2.87682, -4.85923, -1.42274)  0.144
N (-1.07966, -2.57537, -0.61509)  0.043
C (-3.60204, 0.97430, -2.27691)  -0.215
H (5.01669, -3.14625, -1.11989)  0.113
C (3.97799, -1.31240, -1.51996)  -0.047
H (-6.41647, 2.13347, 3.09800)  0.086
C (-3.78922, 2.47751, -2.49795)  -0.170
H (2.65851, 0.32898, -1.95094)  0.098
S (-1.48152, 3.84995, 1.52875)  0.662
C (3.83661, -5.70966, -0.89952)  -0.526
H (-1.26591, 7.91897, 0.02967)  0.087
N (0.84827, 0.62294, 0.13599)  -0.031
C (1.74271, -2.78428, -1.84458)  -0.066
H (0.74253, -0.04986, 3.46728)  0.101
C (-2.84504, 0.54927, 1.34353)  -0.238
H (1.37647, -2.57437, 4.94292)  0.077
O (-2.25114, -7.25527, -1.96526)  -0.035
H (-2.82675, 4.37596, -2.30677)  0.106
C (1.99776, 2.65725, 0.70155)  -0.037
C (-4.34312, 1.69329, 3.07270)  -0.104
C (1.27968, 1.80753, -0.19551)  -0.248
H (0.33969, 7.87264, 0.79111)  0.080
C (2.75681, -0.74217, -1.82555)  -0.142
C (-0.90293, 5.28125, 0.88096)  -0.917
C (-0.64100, 1.87751, -3.39264)  -0.211
C (-3.63851, 0.80144, 0.11299)  -0.218
H (-2.52352, -4.84281, -2.64665)  0.132
H (-1.56905, 6.39315, 2.38391)  0.103
C (1.27999, 0.02438, 1.38716)  -0.213
C (2.42910, -2.35912, 4.75681)  -0.054
H (1.82885, -4.94199, 0.91516)  0.095
C (2.92334, -3.45378, -1.52081)  -0.205
H (-6.91978, 1.50752, 0.88260)  0.100
H (1.34820, 3.24239, -3.35807)  0.087
H (-1.03319, 8.51931, 1.67722)  0.083
C (-0.73272, 7.75089, 0.96958)  -0.096
C (-1.38136, -5.34094, -0.90068)  -0.084
H (4.85549, -0.68824, -1.41368)  0.104
H (2.96503, 4.71165, -2.76680)  0.100
H (2.27674, 0.37646, 1.66577)  0.112
C (0.88044, 2.23051, -1.57304)  -0.267
H (-1.93938, 3.22991, -4.41790)  0.114
H (0.03229, 1.31245, 2.58769)  0.090
H (1.90850, 2.36955, 1.73999)  0.092
C (-0.67501, -4.79602, 0.16470)  -0.006
C (2.53452, -4.46775, 1.58478)  -0.003
H (-2.99761, 0.53871, -3.06412)  0.081
H (1.38223, -1.05243, 1.20979)  0.105
H (0.17318, 1.94609, -4.12317)  0.112
H (0.83679, -3.35867, -2.01302)  0.113
C (3.10379, 4.43054, -0.69660)  -0.144
H (3.81506, 5.24522, -0.63688)  0.084
H (5.23959, -5.89376, 0.49286)  0.146
H (-4.53427, 2.84692, -1.78802)  0.101
C (-3.16670, 1.16451, 2.58471)  -0.082
N (-1.76292, -0.17393, 1.15137)  -0.020
H (-4.56766, 0.46897, -2.36662)  0.114
H (0.00229, -2.98628, 1.08956)  0.064
C (4.78438, -4.00143, 2.26520)  -0.028
C (0.27971, 0.24786, 2.52028)  -0.151
C (-1.95985, -4.46005, -1.80719)  0.071
C (-1.46665, 3.17135, -3.43045)  -0.171
H (-1.23908, 1.03227, -3.71568)  0.085
H (5.85262, -4.09175, 2.09906)  0.110
C (-1.75935, -3.10094, -1.64942)  -0.178
H (-0.70053, -1.61458, 2.18030)  0.083
H (-4.21224, 2.62002, -3.49936)  0.114
C (-5.60012, 1.76293, 2.49112)  -0.127
H (-2.33112, 1.24412, 3.26728)  0.086
H (-5.52482, 0.92891, -0.80345)  0.092
C (-2.17428, -2.10094, -2.71052)  -0.564
C (-5.03214, 1.04651, 0.15133)  -0.023
C (-0.56547, -3.42557, 0.27906)  -0.132
N (4.44976, -5.30923, 0.27646)  0.127

Values from the calculation:
**Energy above the lowest of the compared OMol25 structures with the same formula, charge and spin**: 8.31 kcal/mol
**Orbital gap**: 6.639 eV
**E**: -3788.47690 hartree
**E_LUMO**: 1.72 eV
**Charge**: -1